Here is C5H8CsO4 as an isolated structure at a distorted geometry from OMol25. Energies are from the ωB97M-V functional and the def2-TZVPD basis.

Last column: natural (NBO) charge in e.
CARTESIAN COORDINATES (ANGSTROEM)
Cs  0.20  4.25  -0.44  0.98
O  2.97  0.23  -1.08  -0.48
O  -2.80  2.10  -0.09  -1.04
O  3.27  -0.86  0.80  -0.46
O  3.15  1.37  0.85  -0.60
C  3.20  0.33  0.25  0.97
C  -3.46  0.11  1.13  -0.63
C  2.69  -1.08  -1.39  0.10
C  -3.40  0.87  -0.20  -0.03
C  3.02  -1.89  -0.18  -0.16
H  -4.44  0.96  -0.58  0.09
H  -2.45  -0.18  1.46  0.17
H  -2.88  0.21  -0.93  0.08
H  2.77  -1.35  -2.44  0.20
H  2.20  -2.52  0.18  0.22
H  3.93  -2.50  -0.29  0.20
H  -3.90  0.75  1.92  0.19
H  -4.07  -0.80  1.04  0.18

Its HOMO energy (alpha / beta) is -5.3569 / -5.3566 eV. For the maximum force, the calculation gives 2.30 eV Å⁻¹. Its expectation value of S² is 0.753. The multiplicity is 2. The value obtained for the gap between HOMO and LUMO (alpha / beta) is 4.53 / 4.53 eV. As for the net charge: 0.

Here is C18H25BCl2F4N2RuSSi2 as an isolated structure at a distorted geometry from OMol25. Energies are from the ωB97M-V functional and the def2-TZVPD basis.

Last column: natural (NBO) charge in e.
CARTESIAN COORDINATES (ANGSTROEM)
Ru  11.29  9.25  7.07  1.21
Cl  8.32  9.86  11.40  0.01
Cl  8.75  7.32  6.60  0.10
S  10.26  8.74  9.06  -0.08
Si  14.66  8.66  7.20  1.81
Si  9.49  12.11  7.15  1.78
F  11.79  7.36  6.21  -0.62
F  11.43  5.04  6.64  -0.54
F  13.06  5.72  5.25  -0.55
F  10.73  5.90  4.63  -0.55
N  11.07  11.21  6.91  -0.94
N  13.27  9.72  6.56  -0.85
C  13.36  10.98  6.29  0.18
C  7.72  8.91  10.06  -0.02
C  8.09  10.94  6.76  -1.14
C  6.31  8.71  10.05  -0.22
C  13.84  7.52  8.46  -1.16
C  15.88  9.74  8.13  -1.13
C  8.51  8.44  9.05  -0.23
C  13.69  13.76  6.51  -0.15
C  15.46  8.01  5.70  -1.16
C  5.66  8.10  8.99  -0.20
C  12.24  11.85  6.68  0.29
C  9.56  12.88  8.87  -1.14
C  6.46  7.64  7.93  -0.20
C  14.71  12.96  6.01  -0.21
C  12.42  13.23  6.76  -0.31
C  9.26  13.44  5.84  -1.13
C  14.55  11.61  5.83  -0.23
C  7.87  7.82  7.96  -0.07
B  11.74  5.85  5.60  1.40
H  8.21  13.41  5.56  0.24
H  15.64  8.87  5.09  0.23
H  16.38  7.42  5.96  0.25
H  15.63  13.48  5.69  0.22
H  7.49  11.29  5.91  0.25
H  16.69  10.13  7.46  0.24
H  15.33  10.50  8.69  0.24
H  15.38  10.98  5.51  0.22
H  8.47  9.94  6.50  0.24
H  9.89  13.25  5.00  0.24
H  7.47  10.77  7.60  0.25
H  16.30  9.06  8.85  0.24
H  5.79  9.11  10.88  0.22
H  4.57  8.16  9.05  0.23
H  9.44  14.44  6.21  0.23
H  14.75  7.39  5.15  0.28
H  9.76  13.99  8.78  0.24
H  5.98  7.29  7.05  0.23
H  13.48  8.15  9.27  0.24
H  11.58  13.84  6.88  0.22
H  13.00  6.98  7.97  0.28
H  10.37  12.46  9.44  0.25
H  14.49  6.81  8.95  0.26
H  8.69  12.81  9.50  0.25
H  13.83  14.85  6.56  0.22

Its HOMO energy (alpha / beta) is -8.0213 / -8.7818 eV. For the maximum force, the calculation gives 2.73 eV Å⁻¹. As for the energy above the lowest of the compared OMol25 structures with the same formula, charge and spin: 0.077 eV. Its expectation value of S² is 6.033. The multiplicity is 5. The value obtained for the gap between HOMO and LUMO (alpha / beta) is 7.25 / 6.14 eV. As for the net charge: 0.

Here is C2H3ClN3O as an isolated structure at a distorted geometry from OMol25. Energies are from the ωB97M-V functional and the def2-TZVPD basis.

Last column: natural (NBO) charge in e.
CARTESIAN COORDINATES (ANGSTROEM)
Cl  -1.24  -1.01  -3.13  -0.74
O  -0.09  2.48  1.51  -0.50
N  -0.95  0.94  0.00  -0.03
N  -0.08  1.48  0.75  0.22
N  -0.75  -0.26  -0.44  -0.41
C  1.31  -0.34  0.98  -0.26
C  0.41  -0.93  0.24  -0.15
H  -0.81  -0.68  -1.55  0.40
H  0.41  -1.90  -0.17  0.21
H  1.80  0.21  1.79  0.25

Its HOMO energy (alpha / beta) is -4.2725 / -4.2582 eV. For the maximum force, the calculation gives 3.63 eV Å⁻¹. As for the energy above the lowest of the compared OMol25 structures with the same formula, charge and spin: 4.462 eV. The value obtained for the gap between HOMO and LUMO (alpha / beta) is 7.50 / 7.41 eV. As for the net charge: -1.

Here is a 4-piece molecular cluster, C4H15NO3 overall at a distorted geometry from OMol25. Energies are from the ωB97M-V functional and the def2-TZVPD basis.

Last column: natural (NBO) charge in e.
CARTESIAN COORDINATES (ANGSTROEM)
O  2.48  3.24  1.59  -0.90
O  -4.02  -0.71  -0.48  -0.97
O  -1.92  -3.08  -1.38  -0.95
N  -1.45  0.64  -0.12  -0.57
C  3.04  -0.78  -0.33  -0.61
C  -0.30  0.67  0.54  0.08
C  2.20  0.15  0.53  -0.50
C  0.90  0.44  -0.12  0.02
H  -1.43  0.12  -0.99  0.43
H  -2.33  0.60  0.39  0.45
H  1.91  2.72  1.00  0.43
H  4.05  -0.90  0.07  0.25
H  -3.85  -1.66  -0.47  0.48
H  2.75  1.10  0.63  0.28
H  -2.23  -4.00  -1.44  0.49
H  -0.39  0.93  1.58  0.24
H  0.94  0.35  -1.21  0.22
H  2.03  -0.23  1.54  0.25
H  2.66  -1.80  -0.32  0.22
H  -4.60  -0.61  -1.24  0.49
H  3.15  -0.45  -1.36  0.22
H  2.20  4.09  1.22  0.48
H  -2.10  -2.79  -0.48  0.46

Its HOMO energy (alpha / beta) is -14.2940 / -14.8376 eV. For the maximum force, the calculation gives 1.33 eV Å⁻¹. As for the energy above the lowest of the compared OMol25 structures with the same formula, charge and spin: 0.000 eV. Its expectation value of S² is 0.761. The multiplicity is 2. The value obtained for the gap between HOMO and LUMO (alpha / beta) is 10.72 / 7.98 eV. As for the net charge: +1.

Here is C15H17I2IrN2O5S2 as an isolated structure at a distorted geometry from OMol25. Energies are from the ωB97M-V functional and the def2-TZVPD basis.

Last column: natural (NBO) charge in e.
CARTESIAN COORDINATES (ANGSTROEM)
Ir  0.21  -0.27  -1.02  1.37
I  -4.26  -3.76  4.31  0.23
I  -4.16  -2.05  -1.50  0.22
S  -1.05  1.62  -2.61  0.41
S  1.43  -2.33  -1.62  2.51
O  1.32  -1.23  -2.64  -0.87
O  -1.88  -0.42  -0.31  -0.64
O  0.02  -2.53  -1.14  -0.88
O  2.11  -3.50  -2.05  -0.87
O  2.07  -1.64  -0.45  -0.96
N  1.94  1.16  -0.60  -0.49
N  0.53  -0.26  1.36  -0.57
C  -3.41  -2.01  0.44  -0.17
C  -1.71  -1.14  1.96  -0.09
C  -2.27  -1.16  0.64  0.36
C  -3.38  -2.71  2.72  -0.12
C  -2.74  1.80  -1.99  -0.73
C  2.69  1.38  -1.68  0.08
C  -2.26  -1.92  2.95  -0.22
C  1.62  0.63  1.72  -0.27
C  3.92  0.69  0.65  -0.22
C  4.69  0.86  -0.49  -0.09
C  4.07  1.24  -1.67  -0.24
C  -3.96  -2.76  1.45  -0.28
C  -0.60  -0.18  2.28  -0.23
C  -0.46  3.28  -2.10  -0.74
C  2.55  0.83  0.55  0.25
H  -1.25  3.99  -2.31  0.25
H  4.62  1.40  -2.58  0.25
H  -3.20  2.63  -2.52  0.24
H  2.18  0.26  2.59  0.23
H  -4.84  -3.37  1.27  0.25
H  -1.83  -1.88  3.94  0.23
H  -0.28  -0.35  3.31  0.21
H  0.41  3.52  -2.69  0.24
H  -0.21  3.28  -1.05  0.23
H  2.17  1.67  -2.58  0.22
H  0.88  -1.22  1.29  0.43
H  5.76  0.70  -0.46  0.24
H  4.38  0.40  1.58  0.24
H  -1.00  0.84  2.20  0.21
H  1.19  1.61  1.99  0.23
H  -2.72  1.99  -0.93  0.24
H  -3.28  0.89  -2.20  0.27

Its HOMO energy (alpha / beta) is -10.7795 / -10.8380 eV. For the maximum force, the calculation gives 3.96 eV Å⁻¹. Its expectation value of S² is 0.767. The multiplicity is 2. The value obtained for the gap between HOMO and LUMO (alpha / beta) is 4.48 / 4.85 eV. As for the net charge: +1.